99
Properties=species:S:1:pos:R:3 method="wB97M-V/def2-TZVPD" total_charge=-1 homo_energy_ev="-1.718 / -2.423" homo_lumo_gap_ev="4.01 / 4.71" relative_energy_kcal_mol=7.5 multiplicity=2 lumo_ev="2.29 / 2.29"
Ru -0.182 -1.235 -0.255
C -2.947 -2.772 -1.016
N -1.582 -2.820 -1.527
C -0.865 -4.076 -1.398
C -0.505 -4.210 0.044
N -0.118 -3.167 0.712
C 0.107 -3.601 2.008
C 0.539 -2.883 3.115
C 0.705 -3.581 4.295
C 0.446 -4.959 4.373
C 0.016 -5.680 3.276
C -0.147 -4.973 2.090
N -0.552 -5.337 0.818
C -3.215 -1.398 -0.493
N -2.559 -0.925 0.522
C -3.061 0.352 0.709
C -2.699 1.313 1.647
C -3.380 2.515 1.630
C -4.400 2.760 0.697
C -4.762 1.817 -0.245
C -4.070 0.611 -0.220
N -4.153 -0.534 -0.985
H -3.015 -3.446 -0.162
H -3.699 -3.082 -1.750
H -1.508 -2.435 -2.457
H 0.074 -3.949 -1.947
H -1.397 -4.955 -1.782
H 0.736 -1.821 3.012
H 1.048 -3.058 5.180
H 0.590 -5.470 5.317
H -0.177 -6.745 3.342
H -0.769 -6.261 0.495
H -1.879 1.114 2.327
H -3.110 3.295 2.331
H -4.903 3.721 0.705
H -5.525 2.020 -0.986
H -4.571 -0.592 -1.901
C 3.320 -3.270 0.409
O 2.717 -2.837 -0.791
H 2.742 -2.965 1.288
H 4.344 -2.890 0.526
H 3.364 -4.362 0.389
H 2.430 -1.916 -0.676
C 0.780 -0.183 0.697
Ge 2.091 1.193 0.930
C 3.713 1.503 -0.175
C 3.934 0.792 -1.353
C 5.067 1.023 -2.129
C 5.996 1.979 -1.738
C 5.781 2.712 -0.576
C 4.647 2.476 0.193
C 2.774 0.850 2.764
C 4.125 0.774 3.104
C 4.532 0.484 4.404
C 3.588 0.263 5.399
C 2.236 0.317 5.080
C 1.841 0.600 3.777
C 1.239 2.976 0.951
C 1.328 3.805 -0.168
C 0.708 5.049 -0.195
C -0.020 5.489 0.905
C -0.118 4.677 2.028
C 0.506 3.434 2.045
H 3.200 0.064 -1.686
H 5.214 0.459 -3.043
H 6.879 2.159 -2.340
H 6.494 3.470 -0.271
H 4.481 3.071 1.088
H 4.881 0.927 2.341
H 5.589 0.427 4.637
H 3.903 0.040 6.413
H 1.488 0.129 5.843
H 0.783 0.590 3.526
H 1.884 3.470 -1.038
H 0.786 5.671 -1.079
H -0.506 6.458 0.886
H -0.683 5.010 2.892
H 0.421 2.818 2.935
C -5.077 1.867 -4.808
C -3.790 1.307 -4.255
C -3.202 0.172 -4.798
C -1.979 -0.321 -4.337
C -1.359 -1.476 -5.088
C -1.330 0.297 -3.246
Se 0.346 -0.414 -2.589
C -1.914 1.465 -2.700
C -1.263 2.248 -1.587
C -3.114 1.944 -3.222
H -5.641 1.105 -5.351
H -4.887 2.691 -5.504
H -5.717 2.260 -4.013
H -3.687 -0.327 -5.636
H -1.982 -1.751 -5.944
H -1.209 -2.371 -4.478
H -0.362 -1.211 -5.443
H -0.580 1.628 -1.013
H -2.016 2.663 -0.910
H -0.691 3.087 -2.000
H -3.537 2.848 -2.786

=====

104
Properties=species:S:1:pos:R:3 method="wB97M-V/def2-TZVPD" total_charge=+2 homo_energy_ev="-12.346 / -12.342" homo_lumo_gap_ev="7.88 / 7.78" multiplicity=4 lumo_ev="-4.46 / -4.56"
Co 0.615 -1.002 0.643
C 2.400 4.121 1.869
C 3.016 2.800 2.325
S 2.632 1.296 1.408
C 3.312 1.653 -0.234
C 2.497 2.533 -1.204
S 0.701 2.258 -1.209
C 0.091 3.956 -1.227
C 0.519 4.877 -0.073
S 0.602 4.143 1.587
H 2.877 4.463 0.954
H 2.616 4.861 2.639
H 2.711 2.567 3.347
H 4.102 2.912 2.329
H 3.457 0.672 -0.685
H 4.294 2.105 -0.083
H 2.856 2.347 -2.215
H 2.667 3.585 -0.985
H -0.993 3.836 -1.232
H 0.366 4.428 -2.171
H -0.188 5.704 -0.013
H 1.492 5.321 -0.273
N -0.096 -4.056 3.286
C -1.434 -3.661 3.316
C -2.498 -4.038 4.128
C -3.699 -3.400 3.897
C -3.835 -2.425 2.890
C -2.773 -2.056 2.092
C -1.553 -2.690 2.326
N -0.311 -2.531 1.705
C 0.514 -3.349 2.321
C 1.935 -3.331 1.967
C 2.912 -4.252 2.135
S 4.357 -3.679 1.431
C 3.572 -2.255 0.943
N 2.320 -2.189 1.293
H 0.341 -4.733 3.888
H -2.395 -4.789 4.902
H -4.557 -3.656 4.503
H -4.800 -1.956 2.739
H -2.870 -1.299 1.322
H 2.859 -5.221 2.611
H 4.083 -1.469 0.404
C -2.584 3.788 3.795
N -1.760 2.600 3.579
N -1.836 1.859 2.421
C -0.757 1.033 2.359
O -0.640 0.240 1.378
C 0.011 1.261 3.516
C -0.631 2.258 4.220
C -0.217 2.962 5.467
C -3.044 1.682 1.685
C -4.241 1.452 2.349
C -5.395 1.243 1.609
C -5.343 1.235 0.220
C -4.133 1.445 -0.431
C -2.978 1.680 0.301
H -3.205 3.950 2.920
H -1.944 4.657 3.934
H -3.228 3.658 4.663
H 0.930 0.760 3.776
H 0.454 2.328 6.044
H -1.074 3.218 6.089
H 0.311 3.888 5.226
H -4.267 1.431 3.433
H -6.335 1.079 2.119
H -6.245 1.067 -0.354
H -4.089 1.435 -1.513
H -2.025 1.845 -0.186
O 1.471 -0.869 -1.079
As 1.105 -1.270 -2.677
C 1.728 0.045 -3.893
C 3.099 0.194 -4.104
C 3.551 1.157 -4.991
C 2.637 1.966 -5.659
C 1.274 1.819 -5.440
C 0.812 0.857 -4.553
C -0.775 -1.486 -2.899
C -1.664 -1.117 -1.895
C -3.026 -1.301 -2.083
C -3.492 -1.848 -3.269
C -2.604 -2.209 -4.277
C -1.241 -2.030 -4.096
C 1.927 -2.946 -3.036
C 1.638 -3.980 -2.145
C 2.184 -5.235 -2.353
C 3.014 -5.457 -3.446
C 3.290 -4.430 -4.338
C 2.744 -3.167 -4.139
H 3.810 -0.429 -3.577
H 4.612 1.274 -5.167
H 2.992 2.713 -6.357
H 0.568 2.450 -5.965
H -0.250 0.748 -4.375
H -1.308 -0.669 -0.978
H -3.724 -1.013 -1.305
H -4.555 -1.996 -3.412
H -2.975 -2.632 -5.202
H -0.546 -2.317 -4.877
H 0.985 -3.806 -1.297
H 1.957 -6.045 -1.670
H 3.438 -6.439 -3.609
H 3.927 -4.611 -5.196
H 2.943 -2.378 -4.850

=====

107
Properties=species:S:1:pos:R:3 method="wB97M-V/def2-TZVPD" total_charge=+1 homo_energy_ev=-8.978 homo_lumo_gap_ev=5.13 relative_energy_kcal_mol=15.8 lumo_ev=-3.84
In -0.297 -0.096 -0.220
O -3.641 -2.184 1.971
C -3.663 -1.474 3.115
C -4.412 -1.990 4.173
C -4.475 -1.316 5.372
C -3.795 -0.110 5.554
C -3.042 0.398 4.521
C -2.958 -0.270 3.291
C -2.122 0.252 2.218
O -2.197 -0.246 1.051
N -1.247 1.250 2.511
N -0.584 1.598 1.422
C 0.322 2.555 1.578
C 1.031 3.115 0.511
C 1.979 4.144 0.790
C 2.663 4.757 -0.207
C 2.441 4.367 -1.558
C 1.553 3.392 -1.878
C 0.789 2.735 -0.867
O -0.112 1.890 -1.189
H -3.125 -1.687 1.305
H -4.937 -2.924 4.019
H -5.065 -1.727 6.181
H -3.856 0.417 6.496
H -2.501 1.326 4.635
H 0.451 2.962 2.580
H 2.136 4.429 1.824
H 3.375 5.540 0.015
H 2.999 4.861 -2.344
H 1.393 3.076 -2.900
O 1.880 -0.483 0.630
S 3.309 -0.888 0.408
C 4.021 -1.017 2.072
C 3.475 -2.148 2.937
C 3.565 -1.831 4.431
C 2.379 -1.005 4.900
S 0.783 -1.886 4.918
O 0.541 -2.422 3.545
C 1.275 -3.292 5.916
C 1.026 -4.555 5.408
C 1.328 -5.670 6.181
C 1.866 -5.515 7.448
C 2.100 -4.242 7.954
C 1.798 -3.125 7.193
C 3.196 -2.641 0.030
C 4.168 -3.533 0.243
C 3.942 -4.941 -0.049
C 2.773 -5.374 -0.534
C 1.623 -4.480 -0.786
C 1.885 -3.022 -0.483
H 3.789 -0.025 2.470
H 5.106 -1.074 1.955
H 4.037 -3.054 2.725
H 2.430 -2.339 2.686
H 4.494 -1.295 4.650
H 3.602 -2.756 5.006
H 2.189 -0.145 4.253
H 2.500 -0.625 5.917
H 0.600 -4.652 4.418
H 1.133 -6.661 5.791
H 2.100 -6.385 8.048
H 2.514 -4.119 8.946
H 1.971 -2.136 7.600
H 5.128 -3.231 0.641
H 4.759 -5.635 0.100
H 2.660 -6.411 -0.831
H 0.261 -5.849 -1.678
H 1.359 -2.268 -1.059
N -1.990 -2.431 -2.636
C -1.040 -3.119 -1.843
C -0.195 -3.925 -2.504
C 0.774 -4.923 -1.965
C 0.951 -3.834 0.410
C -0.426 -3.333 0.448
N -1.229 -2.939 -0.470
C -2.716 -1.285 -2.379
C -3.995 -1.179 -2.949
C -4.698 -0.009 -2.816
C -4.126 1.045 -2.104
C -2.881 0.860 -1.562
N -2.168 -0.279 -1.699
H -2.367 -2.984 -3.387
H -0.292 -3.919 -3.585
H 1.454 -5.195 -2.776
H 1.347 -4.107 1.380
H -0.789 -3.169 1.464
H -4.410 -2.027 -3.478
H -5.686 0.082 -3.246
H -4.639 1.986 -1.968
H -2.412 1.651 -0.997
O 3.036 0.843 -4.013
C 2.343 -0.014 -3.267
O 1.977 0.267 -2.153
C 1.994 -1.310 -3.971
N 2.889 -1.562 -5.096
C 2.145 -2.415 -6.029
C 0.758 -1.776 -6.040
C 0.599 -1.168 -4.631
H 1.991 -2.114 -3.227
H 3.762 -1.986 -4.805
H 3.233 0.369 -4.851
H 2.086 -3.449 -5.664
H 2.624 -2.425 -7.006
H -0.018 -2.505 -6.268
H 0.714 -0.995 -6.798
H -0.154 -1.676 -4.034
H 0.310 -0.119 -4.689

=====

104
Properties=species:S:1:pos:R:3 method="wB97M-V/def2-TZVPD" total_charge=-2 homo_energy_ev=-2.053 homo_lumo_gap_ev=5.24 relative_energy_kcal_mol=44.8 lumo_ev=3.19
Ba 0.291 -0.021 -0.242
C 0.708 3.019 1.133
C -0.643 2.362 1.233
N -0.757 1.285 1.923
N -1.995 0.672 1.843
C -2.403 0.037 2.907
S -1.717 -0.107 4.454
S -3.927 -0.914 2.627
C -4.845 0.137 1.456
C -5.800 1.067 2.156
C -5.326 2.127 2.931
C -6.205 2.953 3.614
C -7.581 2.740 3.540
C -8.062 1.687 2.776
C -7.174 0.860 2.093
C -1.722 2.953 0.372
C -2.633 3.902 0.802
C -3.618 4.397 -0.052
C -3.664 3.916 -1.358
C -2.744 2.980 -1.813
C -1.734 2.471 -0.967
O -0.834 1.600 -1.358
H 0.677 3.992 1.633
H 0.947 3.204 0.079
H 1.492 2.411 1.582
H -5.392 -0.534 0.793
H -4.089 0.670 0.882
H -4.256 2.280 3.001
H -5.813 3.767 4.216
H -8.267 3.384 4.080
H -9.129 1.505 2.712
H -7.555 0.038 1.494
H -2.581 4.255 1.826
H -4.341 5.120 0.304
H -4.432 4.278 -2.035
H -2.780 2.608 -2.832
C -1.377 -4.631 -3.834
C -2.248 -3.498 -3.269
C -3.474 -4.102 -2.570
C -2.718 -2.606 -4.430
C -1.473 -2.693 -2.308
C -0.822 -2.017 -1.498
H -1.917 -5.174 -4.622
H -1.117 -5.336 -3.040
H -0.450 -4.231 -4.250
H -4.075 -4.687 -3.280
H -4.099 -3.311 -2.148
H -3.162 -4.754 -1.752
H -3.334 -3.180 -5.135
H -1.857 -2.198 -4.965
H -3.305 -1.768 -4.047
C 7.480 -1.268 4.638
C 6.406 -0.907 3.640
C 5.383 -0.026 3.972
C 4.384 0.322 3.063
C 3.297 1.295 3.449
C 4.409 -0.246 1.792
C 5.428 -1.134 1.433
C 5.450 -1.731 0.042
C 6.417 -1.448 2.358
C 3.365 0.086 0.746
O 3.462 1.198 0.183
O 2.481 -0.791 0.515
H 7.198 -0.958 5.646
H 8.431 -0.785 4.395
H 7.657 -2.346 4.655
H 5.354 0.402 4.970
H 3.415 1.622 4.482
H 2.301 0.851 3.348
H 3.329 2.170 2.796
H 4.506 -2.240 -0.171
H 6.276 -2.438 -0.067
H 5.559 -0.945 -0.712
H 7.211 -2.136 2.074
C 8.852 -7.080 -3.140
C 7.500 -6.510 -3.498
C 6.891 -5.542 -2.716
C 5.643 -5.018 -3.031
C 4.974 -5.437 -4.179
N 3.714 -4.947 -4.556
C 3.156 -3.666 -4.464
O 2.035 -3.465 -4.875
N 3.985 -2.716 -3.938
C 3.614 -1.413 -3.520
C 4.589 -0.428 -3.518
C 4.275 0.836 -3.057
C 2.993 1.066 -2.588
N 2.056 0.117 -2.575
C 2.347 -1.100 -3.045
C 5.570 -6.432 -4.961
C 6.801 -6.958 -4.621
H 9.289 -6.555 -2.290
H 9.547 -7.003 -3.978
H 8.777 -8.138 -2.875
H 7.386 -5.192 -1.815
H 5.173 -4.325 -2.343
H 3.134 -5.542 -5.123
H 4.965 -2.930 -3.892
H 5.590 -0.654 -3.874
H 5.020 1.622 -3.032
H 2.712 2.031 -2.186
H 1.539 -1.829 -3.025
H 5.052 -6.788 -5.847
H 7.236 -7.732 -5.247

=====

no.,M (g mol⁻¹)
1,924.53
2,951.02
3,961.85
4,923.36